This record from the OMol25 dataset describes 2 unconnected molecules or ions with the total composition C5H15N2 in a non-equilibrium geometry. The level of theory is the ωB97M-V functional and the def2-TZVPD basis.

Net charge   +2
LUMO level (alpha / beta)   -9.33 / -13.85 eV
HOMO-LUMO gap (alpha / beta)   0.3499 / 0.1837 Ha
Spin multiplicity   2
Electronic energy   -8387.7336 eV
Highest occupied orbital energy (alpha / beta)   -18.8 / -18.8 eV

Cartesian coordinates (Å):
H -1.772 0.002 2.204
H -0.823 1.675 -3.249
H -0.405 0.617 -0.462
H 0.136 2.839 -2.352
H 0.832 1.908 -3.729
C 1.717 0.218 -2.041
H -1.645 1.546 0.278
H -0.437 -1.896 3.480
N -1.204 0.621 0.231
C 0.313 -1.904 2.686
H -1.936 0.045 -0.206
C -0.256 -1.339 1.391
H 0.665 -2.921 2.568
H 1.943 -0.682 -1.458
H 0.464 -1.305 0.563
H 2.453 0.460 -2.822
C -0.873 0.068 1.584
N 0.621 0.820 -1.909
H -0.127 0.700 2.064
H -1.017 -2.040 1.021
C 0.181 1.871 -2.846
H 1.169 -1.303 3.004

***

This record from the OMol25 dataset describes a molecular structure, C3H7NO in a non-equilibrium geometry. The level of theory is the ωB97M-V functional and the def2-TZVPD basis.

LUMO level   0.72 eV
HOMO-LUMO gap   0.3018 Ha
Electronic energy   -6759.6190 eV
Highest occupied orbital energy   -7.5 eV

Cartesian coordinates (Å):
N 1.723 -0.030 -0.697
C -1.532 0.174 -0.004
H -2.424 0.092 0.600
H -1.784 -0.006 -1.071
O 0.670 1.491 0.548
H -0.180 -1.672 -0.031
H -0.386 -0.843 1.524
C 0.733 0.304 0.119
H -0.616 1.462 0.639
C -0.366 -0.687 0.438
H 1.866 -0.986 -0.974
H 2.296 0.700 -1.092

***

This record from the OMol25 dataset describes a molecular structure, C24H28IN4O3SY. The level of theory is the ωB97M-V functional and the def2-TZVPD basis.

LUMO level   -0.25 eV
HOMO-LUMO gap   0.2752 Ha
Electronic energy   -57429.3731 eV
Highest occupied orbital energy   -7.7 eV

Cartesian coordinates (Å):
H -2.186 -4.293 3.472
N -1.229 -2.428 0.813
H -2.121 -2.672 0.393
N -0.953 -0.757 -0.850
C 0.725 -4.962 -2.506
H -0.662 -6.559 -2.845
C -2.024 -0.078 1.210
C 0.044 3.225 -0.280
H 5.498 3.338 0.489
H -3.204 -3.570 2.241
H -4.550 3.549 -0.752
O 0.826 -0.754 -2.246
C -2.018 -5.239 1.544
C -2.525 5.765 0.814
H 6.363 0.163 0.332
C -0.249 -2.837 -1.965
H -2.389 -2.756 -1.903
I -4.009 -0.427 0.459
H 2.751 4.970 1.728
H -2.382 2.448 -1.140
H 1.595 -5.581 -2.671
H -1.067 -5.725 1.773
H 3.057 5.535 0.107
C -1.309 5.137 0.611
N 2.218 2.892 0.077
H -0.912 0.252 -0.988
C -1.250 3.934 -0.090
C -0.984 -1.031 0.617
C -1.671 -4.723 -2.392
C 3.421 4.853 0.877
H -2.000 -4.985 0.482
C 4.836 1.508 -0.286
C 0.876 -3.619 -2.204
H 6.314 0.465 -1.401
C 6.216 0.938 -0.424
H -0.162 -3.378 2.340
C -3.697 5.197 0.327
C 3.369 3.440 0.370
C -0.082 -1.403 -1.680
C -1.524 -3.387 -2.065
O 3.875 0.717 -0.665
N 1.101 3.719 0.282
H -0.395 5.566 0.997
O 0.021 2.125 -0.995
H -1.257 -2.141 2.919
C -3.643 4.002 -0.371
H 4.434 5.130 1.156
C -2.216 -4.006 2.418
C 4.624 2.766 0.211
C -1.153 -2.943 2.182
H -1.797 0.961 0.987
C -0.547 -5.511 -2.601
H -2.660 -5.152 -2.484
Y 1.720 0.767 -0.637
H 6.989 1.695 -0.302
C -2.424 3.375 -0.584
H -4.646 5.689 0.495
S 0.623 -0.555 1.398
H -2.561 6.699 1.359
H -2.083 -0.209 2.285
H -2.814 -5.969 1.697
H 1.859 -3.172 -2.137

***

This record from the OMol25 dataset describes 2 unconnected molecules or ions with the total composition C2H4FNO in a non-equilibrium geometry. The level of theory is the ωB97M-V functional and the def2-TZVPD basis.

LUMO level   0.93 eV
HOMO-LUMO gap   0.4110 Ha
Electronic energy   -8390.1271 eV
Highest occupied orbital energy   -10.3 eV

Cartesian coordinates (Å):
F -0.963 0.464 -0.128
O 2.194 -1.162 -0.486
C -0.624 -0.770 0.406
N 2.260 -0.392 -1.386
H -0.599 -1.567 -0.381
H 2.277 1.062 -3.040
H -1.356 -0.879 1.263
H 0.455 -0.656 0.746
C 2.102 0.424 -2.168

***

This record from the OMol25 dataset describes a gas-phase ion, C7H15N3O2P (charge +1) in a non-equilibrium geometry. The level of theory is the ωB97M-V functional and the def2-TZVPD basis.

Net charge   +1
LUMO level (alpha / beta)   -5.29 / -4.56 eV
HOMO-LUMO gap (alpha / beta)   0.2464 / 0.2685 Ha
Electronic energy   -25343.3008 eV
Highest occupied orbital energy (alpha / beta)   -12.0 / -11.9 eV

Cartesian coordinates (Å):
H -4.134 2.060 -0.203
H 1.566 1.460 0.351
H -2.477 2.428 -0.819
H 1.451 -0.537 -1.991
C -3.079 1.767 -0.210
N -1.474 -1.148 0.841
H 0.728 0.149 1.356
C 4.428 0.443 0.544
C 0.931 0.469 0.391
H 4.462 -0.019 1.559
H -3.910 -1.415 -0.224
C -0.328 0.480 -0.487
C -2.892 0.258 -0.490
H 4.965 1.359 0.528
O 0.460 -2.311 -0.508
H -3.009 -0.191 -1.438
H 3.538 0.106 -1.335
H 2.804 -1.295 1.061
H -4.252 -0.371 1.052
H -0.609 1.214 -1.203
H 3.506 -2.177 -0.130
N 2.983 -1.365 0.033
O -2.474 -1.476 1.495
H -2.618 1.900 0.763
C -1.473 -0.135 0.045
P 1.102 -1.033 -0.718
C 3.694 -0.168 -0.353
N -3.890 -0.453 0.092

***

This record from the OMol25 dataset describes a molecular structure, C29H17Cl5NOPdS. The level of theory is the ωB97M-V functional and the def2-TZVPD basis.

Net charge   -1
LUMO level (alpha / beta)   2.35 / 2.35 eV
HOMO-LUMO gap (alpha / beta)   0.2728 / 0.2728 Ha
Electronic energy   -110814.0768 eV
Highest occupied orbital energy (alpha / beta)   -5.1 / -5.1 eV

Cartesian coordinates (Å):
C -0.012 3.628 -0.116
H 0.325 -7.481 1.081
C 2.346 4.070 0.148
C 2.599 -5.473 0.824
C 0.600 -2.430 1.613
S 3.060 -7.891 2.060
H -0.102 -9.161 0.629
C -3.714 4.119 0.587
H 1.019 3.532 1.753
H -5.020 7.244 0.472
H 3.215 4.147 0.790
C 1.532 -5.787 2.954
C 0.097 -1.332 1.456
C -2.931 6.768 0.345
Cl -2.997 -0.041 -0.946
H 3.244 -5.843 0.037
Cl 0.208 0.062 -5.276
C 0.115 3.865 -1.482
C -2.359 4.422 0.462
H 2.219 -3.598 -0.144
C 0.007 0.150 -3.563
C 0.936 0.399 -1.355
C 0.664 -8.389 0.591
H -0.930 6.005 0.229
C -4.664 5.126 0.589
H -2.619 7.801 0.254
C 1.110 0.326 -2.736
Pd -0.616 0.501 1.175
C 1.190 -3.722 1.731
C -1.979 5.755 0.335
O 2.222 -10.123 1.091
C -4.276 6.457 0.471
H 1.442 4.328 -3.101
C -1.351 3.299 0.490
Cl 2.336 0.573 -0.360
C 1.116 3.724 0.691
H -0.762 3.798 -2.116
H -5.714 4.875 0.678
C -1.259 0.036 -2.999
C 0.962 -4.531 2.853
H 1.342 -6.405 3.823
N -1.664 2.189 0.993
C 1.351 4.174 -2.032
C 2.344 -6.274 1.934
C 2.468 4.290 -1.215
H 3.431 4.538 -1.644
H -3.988 3.077 0.687
H 0.863 -8.156 -0.458
C -0.323 0.320 -0.765
H 0.325 -4.155 3.643
C 2.026 -4.219 0.721
Cl -2.630 -0.201 -4.023
C -1.408 0.120 -1.616
C 1.923 -8.960 1.189
Cl 2.686 0.454 -3.432